No. 1
16
Properties=species:S:1:pos:R:3 method="wB97M-V/def2-TZVPD" smiles=[NH3+]C(CO)CO total_charge=+1 total_energy_ev=-8850.17785 fmax_ev_per_a=4.09 multiplicity=1 homo_energy_ev=-15.03
O 0.975 1.902 0.894
O -1.570 -1.658 -0.599
N -1.197 0.736 0.089
C 1.400 0.641 0.596
C 0.123 0.074 -0.346
C -0.189 -1.525 -0.300
H -1.529 -2.247 -1.395
H 1.499 0.080 1.552
H 0.421 0.419 -1.368
H 1.838 2.390 0.932
H 0.061 -2.080 0.652
H -1.989 0.423 -0.589
H 0.368 -2.016 -1.185
H 2.257 0.655 -0.188
H -1.402 0.442 1.116
H -1.067 1.764 0.141

***

No. 2
17
Properties=species:S:1:pos:R:3 method="wB97M-V/def2-TZVPD" total_charge=0 total_energy_ev=-18144.85266 fmax_ev_per_a=2.38 multiplicity=3 s2=2.008 homo_energy_ev="-8.13 / -10.06"
P 1.095 0.181 -0.667
O 1.820 -0.849 0.410
O -0.267 -0.285 -1.005
N 1.042 1.532 0.377
C 0.227 2.651 -0.022
C 1.648 -2.230 0.226
C -3.111 -0.976 -0.090
H -0.122 3.173 0.873
H 1.047 -2.442 -0.664
H -0.636 2.258 -0.558
H 1.961 1.791 0.710
H -3.059 -1.702 0.695
H -2.400 -1.006 -0.887
H 1.122 -2.640 1.097
H -3.749 -0.125 0.031
H 0.749 3.372 -0.659
H 2.631 -2.703 0.133

***

No. 3
17
Properties=species:S:1:pos:R:3 method="wB97M-V/def2-TZVPD" total_charge=-1 total_energy_ev=-10904.36539 fmax_ev_per_a=3.97 multiplicity=1 homo_energy_ev=-2.56
O -2.206 -1.828 1.281
O -1.312 2.241 -0.327
O 2.048 -0.482 -1.670
N 0.602 -0.822 0.828
C 0.091 0.085 -0.231
C -0.862 1.488 0.620
C 1.046 0.518 -1.263
H 0.031 1.890 1.144
H -2.232 -0.883 1.101
H 0.589 1.037 -2.101
H 1.819 1.162 -0.809
H 1.652 -1.271 -2.059
H -1.653 0.918 1.140
H -0.829 -0.380 -0.586
H 1.152 -0.265 1.488
H -1.291 -2.042 1.048
H 1.355 -1.365 0.398

***

No. 4
17
Properties=species:S:1:pos:R:3 method="wB97M-V/def2-TZVPD" total_charge=+1 total_energy_ev=-10898.25284 fmax_ev_per_a=5.28 multiplicity=1 homo_energy_ev=-15.17
O 2.019 1.237 1.636
O 0.248 -2.014 -1.427
O -1.893 -1.246 -1.073
N 0.584 -0.574 0.914
C -0.770 1.304 0.145
C -0.612 -0.858 -1.330
C -0.242 -0.063 0.061
H -0.509 1.790 1.045
H 1.875 2.118 2.132
H -1.869 1.262 0.017
H -0.180 -2.802 -1.155
H -0.421 -0.424 -2.366
H 2.891 1.153 1.393
H 0.898 -0.015 1.757
H 0.837 -1.582 0.852
H -2.403 -1.060 -1.837
H -0.452 1.775 -0.764

***

No. 5
17
Properties=species:S:1:pos:R:3 method="wB97M-V/def2-TZVPD" total_charge=+1 total_energy_ev=-10898.87681 fmax_ev_per_a=1.57 multiplicity=1 homo_energy_ev=-14.52
O -1.397 -3.896 1.662
O -0.738 2.556 0.531
O -1.923 1.514 -1.074
N 0.266 -0.565 -1.025
C 0.374 0.927 -0.789
C -0.918 1.681 -0.454
C 1.589 1.186 0.111
H 0.251 -1.068 -0.131
H 1.412 2.150 0.583
H -2.010 -4.636 1.583
H -1.553 2.740 0.974
H 1.188 -0.866 -1.365
H 0.698 1.241 -1.773
H -1.138 -3.963 2.584
H 2.439 1.474 -0.510
H -0.374 -0.900 -1.747
H 1.834 0.424 0.841

***

No. 6
17
Properties=species:S:1:pos:R:3 method="wB97M-V/def2-TZVPD" total_charge=+1 total_energy_ev=-10897.89618 fmax_ev_per_a=4.66 multiplicity=1 homo_energy_ev=-14.21
O -0.535 2.767 0.817
O 0.217 -3.306 -1.840
O 0.366 1.062 1.820
N -0.902 -1.165 -0.378
C 0.433 0.957 -0.376
C -0.108 1.688 0.741
C 0.530 -0.554 -0.245
H -1.149 -1.412 0.707
H -1.735 -0.545 -0.702
H 1.448 1.423 -0.595
H 1.382 -0.755 -0.912
H 0.316 1.387 2.805
H -0.362 -3.991 -2.144
H 0.895 -0.689 0.741
H -0.063 1.446 -1.287
H -1.017 -2.029 -0.964
H 1.087 -3.424 -2.100

***

No. 7
18
Properties=species:S:1:pos:R:3 method="wB97M-V/def2-TZVPD" total_charge=-1 total_energy_ev=-21743.53184 fmax_ev_per_a=1.96 multiplicity=1 homo_energy_ev=-3.35
S 0.884 0.521 -2.657
O 2.364 -1.528 -0.765
O -0.897 0.067 1.948
O 1.303 -1.839 1.950
N -2.435 1.219 0.752
C 0.166 0.990 -1.037
C -1.350 0.353 0.832
C -0.786 -0.105 -0.480
H 0.980 1.209 -0.322
H 3.168 -1.058 -0.664
H -2.617 1.746 1.614
H -0.424 1.952 -1.147
H -2.541 1.758 -0.118
H 0.530 -1.186 2.025
H -1.592 -0.315 -1.228
H 1.633 -1.732 1.053
H 1.848 -1.016 -1.422
H -0.233 -1.037 -0.333

***

No. 8
18
Properties=species:S:1:pos:R:3 method="wB97M-V/def2-TZVPD" total_charge=-1 total_energy_ev=-12953.82453 fmax_ev_per_a=6.04 multiplicity=1 homo_energy_ev=-3.86
O 1.252 1.667 2.391
O 0.638 -2.353 -0.415
O 1.201 -0.824 1.153
O -2.107 2.547 3.506
N 0.485 -0.551 -2.276
C 0.900 -1.304 0.060
C 0.559 -0.068 -0.847
C -0.792 -1.167 -2.685
H -1.127 -0.584 -3.517
H 1.381 0.734 -0.877
H -0.543 -2.245 -3.104
H -1.196 2.272 3.220
H 1.222 1.324 1.480
H 1.250 -1.259 -2.221
H -0.326 0.396 -0.316
H -2.759 1.787 3.399
H 1.583 0.859 2.878
H -1.618 -1.231 -1.831

***

No. 9
18
Properties=species:S:1:pos:R:3 method="wB97M-V/def2-TZVPD" total_charge=-1 total_energy_ev=-12953.81917 fmax_ev_per_a=1.97 multiplicity=1 homo_energy_ev=-4.51
O -1.702 0.590 -2.822
O -0.546 -0.766 -0.651
O 0.003 -3.127 0.412
O 2.226 2.455 -0.558
N 0.307 0.168 1.444
C 1.315 1.955 0.077
C 1.484 0.542 0.627
C -0.875 -0.085 0.434
H -0.219 -2.285 -0.098
H 0.422 2.575 0.218
H -1.143 0.035 -2.216
H 2.342 0.486 1.307
H 0.565 -0.726 1.844
H -2.377 1.008 -2.285
H -0.550 -3.007 1.184
H -1.641 -0.614 1.040
H -1.241 0.954 0.253
H 1.630 -0.157 -0.209

***

No. 10
18
Properties=species:S:1:pos:R:3 method="wB97M-V/def2-TZVPD" total_charge=-1 total_energy_ev=-12955.11821 fmax_ev_per_a=3.29 multiplicity=1 homo_energy_ev=-4.77
O 1.055 1.765 1.062
O -1.043 -1.782 1.549
O 1.162 -0.399 2.285
O -0.948 2.782 0.921
N -0.520 1.110 -0.507
C -0.066 1.974 0.556
C 0.396 0.198 -1.246
C -0.427 -1.046 -1.745
H 0.909 0.652 2.126
H -1.065 -1.427 -0.991
H -1.138 -1.307 0.759
H 1.170 -0.133 -0.579
H -1.318 1.283 -1.189
H 0.861 0.745 -2.075
H -0.953 -0.819 -2.699
H 0.380 -1.740 -1.840
H -0.302 -1.352 1.982
H 1.848 -0.502 1.633

***

No. 11
18
Properties=species:S:1:pos:R:3 method="wB97M-V/def2-TZVPD" total_charge=+1 total_energy_ev=-12941.21681 fmax_ev_per_a=3.28 multiplicity=1 homo_energy_ev=-13.20
O -1.488 -0.415 1.866
O 0.019 2.240 0.739
O -0.600 2.148 -1.402
O -0.700 -0.775 -2.077
N 1.106 -0.099 0.846
C -0.046 1.666 -0.305
C 0.393 -0.826 -1.269
C 0.584 0.333 -0.409
H -2.097 -1.126 1.640
H -0.591 3.115 -1.376
H 1.802 -0.817 0.765
H 0.260 -1.709 -0.483
H -1.807 -0.069 2.708
H -0.633 -0.179 -2.832
H 0.887 -2.447 0.548
H 1.270 0.684 1.472
H 0.306 -0.652 1.335
H 1.335 -1.073 -1.766

***

No. 12
16
Properties=species:S:1:pos:R:3 method="wB97M-V/def2-TZVPD" total_charge=-1 total_energy_ev=-17645.90937 fmax_ev_per_a=5.07 multiplicity=1 homo_energy_ev=-2.88
S -1.266 -0.913 0.996
O -3.673 -0.484 -1.252
N 1.283 0.974 1.459
C 0.809 1.023 -0.832
C 0.261 -1.195 0.094
C 1.271 0.028 0.310
H 0.821 -2.236 0.670
H 2.312 -0.339 0.197
H 1.424 1.977 -0.609
H 0.338 0.760 1.987
H 2.098 0.581 2.087
H -3.227 -0.895 -0.482
H 0.991 0.589 -1.863
H -0.228 1.207 -0.700
H 0.122 -1.516 -0.943
H -3.336 0.439 -1.118

***

No. 13
16
Properties=species:S:1:pos:R:3 method="wB97M-V/def2-TZVPD" total_charge=-1 total_energy_ev=-17646.80213 fmax_ev_per_a=1.42 multiplicity=1 homo_energy_ev=-2.91
S -1.197 1.330 -0.583
O 0.388 -1.282 -0.924
N 0.746 -0.839 1.456
C -0.125 -1.972 1.755
C 1.291 -0.969 0.117
C -0.117 2.530 -1.349
H -0.503 -1.923 2.790
H 1.805 -0.021 -0.110
H 0.915 2.207 -1.536
H 0.148 -0.010 1.467
H -0.420 2.800 -2.373
H 2.041 -1.769 0.150
H -0.235 -0.473 -1.023
H -0.984 -2.044 1.081
H -0.105 3.492 -0.807
H 0.479 -2.881 1.658

***

No. 14
16
Properties=species:S:1:pos:R:3 method="wB97M-V/def2-TZVPD" total_charge=-1 total_energy_ev=-17646.22046 fmax_ev_per_a=1.69 multiplicity=1 homo_energy_ev=-2.53
S -1.595 -0.225 -0.561
O -4.731 -2.073 -0.609
N 2.081 0.479 0.816
C -0.268 0.948 0.066
C 0.652 0.301 1.138
C 2.418 -0.004 -0.510
H 3.309 -0.663 -0.476
H 2.396 1.390 1.114
H 2.712 0.764 -1.235
H -0.708 1.830 0.531
H -3.811 -1.853 -0.669
H 1.631 -0.643 -0.917
H 0.195 1.390 -0.809
H -5.226 -1.504 -1.206
H 0.495 0.635 2.168
H 0.450 -0.772 1.159

***

No. 15
16
Properties=species:S:1:pos:R:3 method="wB97M-V/def2-TZVPD" total_charge=-1 total_energy_ev=-17645.82177 fmax_ev_per_a=0.35 multiplicity=1 homo_energy_ev=-3.23
S -2.215 0.223 1.120
O 0.114 -0.746 -0.403
N 2.964 1.090 -1.882
C 1.253 -0.558 -1.111
C -1.637 -1.172 2.145
C 1.737 0.899 -1.094
H 2.782 0.903 -2.861
H 1.944 1.174 -0.058
H 0.904 1.520 -1.437
H -1.584 -0.871 3.191
H -2.301 -2.027 2.043
H -0.650 -1.427 1.768
H 1.149 -0.835 -2.191
H 3.289 2.047 -1.823
H 2.106 -1.170 -0.748
H -1.186 0.011 0.186

***

Energy above the lowest of the compared OMol25 structures with the same formula, charge and spin: 49.9, 0.0, 37.3, 51.0, 36.6, 59.2, 0.0, 57.4, 57.5, 27.5, 138.4, 35.4, 14.8, 28.2, 37.4 (kcal per mole)